Entry 1:
C5H4O as an isolated structure. Source: OMol25; level of theory: wB97M-V/def2-TZVPD.

Each line ends with the Mulliken charge.
Cartesian coordinates (Å):
C  0.20174  0.97487  -0.56417  0.220
C  -0.28257  2.15524  -0.85456  -0.284
C  -0.22121  -0.07898  0.37016  0.147
C  -1.76795  -0.76762  1.14359  -0.627
C  1.30052  -0.05586  -0.92271  -0.182
O  0.76778  -0.96054  0.05008  -0.316
H  -1.28143  -1.56408  1.79576  0.233
H  -2.33893  0.04431  1.55445  0.274
H  1.42748  -0.31140  -1.97467  0.317
H  2.19457  0.56406  -0.59793  0.218

Cartesian forces, eV/Å:
-1.1 -0.2 -0.4
0.3 -0.6 0.1
-5.1 -2.6 2.6
6.6 1.3 -1.9
1.3 3.4 0.4
0.2 0.0 -0.5
-1.2 1.0 -0.7
-0.3 0.1 0.3
-0.5 -0.7 0.3
-0.3 -1.7 -0.1

Values from the calculation:
2S+1: 1
Lowest unoccupied orbital energy (spin up / spin down) in eV: -1.258 / -1.411
Largest force on an atom in eV Å⁻¹: 6.972
Net charge: 0
ΔE to the lowest compared entry with this formula, charge and spin in kcal/mol: 191.8
HOMO level (spin up / spin down) in eV: -9.08 / -7.89
Kohn-Sham gap (spin up / spin down) in eV: 7.8263 / 6.4761

---

Entry 2:
A 5-piece molecular cluster, C24H43F9O12 overall. Source: OMol25; level of theory: wB97M-V/def2-TZVPD.

Each line ends with the Mulliken charge.
Cartesian coordinates (Å):
C  2.04924  1.15393  4.79294  -0.760
O  1.22910  0.02098  5.10604  -0.381
C  0.48135  -0.51911  3.99561  -0.597
C  -0.61193  0.35040  3.34532  0.214
O  -1.57924  0.82850  4.22298  -0.218
C  -2.55038  1.59693  3.54298  0.293
C  -3.77431  0.74581  3.11723  -0.536
O  -3.68112  0.18101  1.77504  -0.216
C  -3.68307  1.10452  0.68327  -0.517
H  2.58686  1.44049  5.69680  0.367
H  1.46281  2.00488  4.44643  0.278
H  2.83929  1.00024  4.05790  0.300
H  -0.03685  -1.38138  4.41518  0.361
H  1.21953  -0.76797  3.23321  0.325
H  -1.07160  -0.17267  2.50674  0.363
H  -0.14933  1.22883  2.89536  -0.056
H  -2.15016  2.13130  2.68136  -0.174
H  -2.86919  2.36737  4.24503  0.375
H  -4.65087  1.38793  3.03103  0.406
H  -4.07357  -0.03128  3.82057  0.347
H  -4.38162  1.94095  0.70565  0.343
H  -3.92825  0.53679  -0.21433  0.277
H  -2.69180  1.54950  0.59683  0.150
C  -0.15541  -2.62576  -4.49776  -0.804
O  -0.75866  -2.58020  -3.22853  -0.283
C  -2.11014  -2.14543  -3.29823  -0.232
C  -3.14801  -3.24866  -3.62558  -0.570
O  -4.35685  -2.59757  -4.01494  -0.238
C  -5.41667  -3.47098  -4.34066  -0.540
C  -6.46877  -2.61112  -5.03746  -0.629
O  -5.96706  -2.14882  -6.28105  -0.297
C  -6.90322  -1.28931  -6.87092  -0.774
H  0.87851  -2.96476  -4.43314  0.256
H  -0.16181  -1.60624  -4.88329  0.337
H  -0.75129  -3.16447  -5.23452  0.317
H  -2.21464  -1.33384  -4.01831  0.384
H  -2.30726  -1.64296  -2.35125  0.109
H  -3.27926  -3.94194  -2.79478  0.293
H  -2.71009  -3.88168  -4.39735  0.321
H  -5.90253  -3.88816  -3.45862  0.349
H  -5.25363  -4.15132  -5.17653  0.308
H  -6.86097  -1.75618  -4.48670  0.418
H  -7.29635  -3.30024  -5.20578  0.392
H  -7.24202  -0.49151  -6.20999  0.326
H  -7.75335  -1.79086  -7.33334  0.300
H  -6.40421  -0.71432  -7.65097  0.271
C  4.80480  -3.36096  3.60224  -1.194
C  4.31032  -4.02728  2.31674  -0.183
O  4.89235  -3.34391  1.22124  -0.202
C  4.49482  -3.71733  -0.03439  0.383
O  3.87769  -4.75319  -0.27473  -0.536
C  5.03196  -2.77462  -1.14250  0.780
F  4.00170  -2.14511  -1.66416  -0.188
F  5.82380  -1.83951  -0.61551  -0.239
F  5.66333  -3.54457  -2.09110  -0.237
H  4.57270  -2.29980  3.69262  0.271
H  5.86954  -3.48359  3.80072  0.351
H  4.34407  -3.93810  4.40394  0.391
H  3.22114  -4.05288  2.28339  0.325
H  4.70103  -5.04482  2.32441  0.279
C  1.41167  -0.82649  -0.78041  -1.175
C  0.42080  0.29866  -1.22877  -0.100
O  0.39581  1.37017  -0.25919  0.134
C  -0.30409  2.53440  -0.55791  0.187
O  -1.01435  2.68060  -1.59838  -0.568
C  -0.22765  3.59480  0.49770  1.068
F  -1.45740  3.93744  1.00220  -0.332
F  0.55339  3.28212  1.52463  -0.239
F  0.17284  4.69136  -0.07015  -0.249
H  1.35463  -1.70392  -1.42458  0.436
H  1.12839  -1.15433  0.21978  0.171
H  2.45320  -0.51763  -0.86937  0.352
H  -0.59833  -0.07895  -1.31177  0.024
H  0.75848  0.61390  -2.21604  0.291
C  2.99329  4.89965  3.62935  -0.946
C  4.10508  4.08768  3.06858  -0.144
O  3.92556  4.16846  1.65332  -0.249
C  4.24614  5.29696  0.95963  0.304
O  4.59664  6.39528  1.37657  -0.523
C  3.79705  5.10278  -0.51510  0.938
F  2.56325  5.62989  -0.68767  -0.252
F  4.64492  5.78783  -1.26445  -0.243
F  3.77340  3.79991  -0.85592  -0.236
H  3.09029  5.97731  3.49772  0.403
H  2.89520  4.90260  4.71493  0.388
H  2.02672  4.62833  3.20481  0.036
H  4.17387  3.02864  3.31720  0.216
H  5.07072  4.54657  3.28088  0.348

Cartesian forces, eV/Å:
0.0 0.1 0.3
-0.5 0.5 -1.0
0.1 0.4 1.2
2.1 0.2 0.2
-1.4 0.4 -0.8
0.9 0.5 1.1
-1.6 -0.9 -2.3
0.4 0.7 2.0
0.1 -0.1 -0.5
-0.4 -0.1 0.1
-0.2 0.1 0.1
-0.1 -0.7 -0.4
0.4 -0.3 -0.1
-0.3 -0.4 -0.4
-0.4 -0.4 -0.3
0.1 0.3 -0.3
0.2 -0.3 -0.2
-0.4 -0.3 0.2
0.2 0.7 0.3
0.7 -0.2 -0.2
-0.3 -0.1 0.8
0.3 -0.2 0.1
0.2 -0.1 -0.2
-0.2 0.9 -0.5
-0.5 -0.5 0.4
-0.2 0.2 0.2
0.6 0.5 0.1
1.0 -0.9 0.3
-1.2 2.1 -1.0
-0.1 -0.3 -0.2
-0.3 -0.1 0.5
0.4 0.9 -0.9
-0.3 -0.3 0.1
0.4 0.3 -0.2
0.2 -0.6 0.1
0.0 -0.1 -0.5
-0.2 -0.4 0.3
-0.3 0.2 0.4
-0.2 0.1 -0.6
0.3 -0.5 0.1
1.0 -0.7 0.5
0.2 0.0 0.5
-0.5 0.0 -0.1
-0.3 -0.2 0.5
-0.1 -0.3 0.2
0.2 -0.3 -0.3
-0.1 -0.5 0.1
0.9 -0.3 1.2
-0.7 0.7 -2.4
-0.3 -3.0 1.3
1.1 2.8 0.3
0.5 -1.2 0.7
-0.5 0.2 -1.0
0.4 -0.4 -0.6
-0.6 1.5 1.2
-0.2 -0.1 -0.1
0.1 0.0 -0.5
-0.3 0.3 0.2
0.0 0.1 -0.3
-0.3 -0.2 -0.2
-0.8 0.8 0.0
0.6 -1.4 -0.5
-0.6 2.5 0.1
-2.2 -3.5 -4.9
3.0 -0.4 4.5
-0.9 1.2 0.6
0.2 -1.2 0.1
0.1 -0.2 0.2
1.0 0.9 -0.5
-0.5 0.2 -0.2
0.4 0.0 0.2
-0.2 0.3 0.5
0.0 -0.1 -0.1
-0.3 0.6 0.1
-1.2 0.8 1.5
0.8 1.3 -0.3
0.8 0.4 -1.8
-1.0 1.3 1.7
-0.4 -3.0 -0.7
0.3 0.2 0.6
0.6 -0.5 0.1
-0.1 -0.4 -0.6
-0.1 0.8 -0.3
0.4 -0.1 -0.7
0.1 -0.7 0.2
0.0 -0.2 0.0
-0.4 0.1 0.0
0.1 -0.1 0.3

Values from the calculation:
2S+1: 2
Lowest unoccupied orbital energy (spin up / spin down) in eV: -2.509 / -8.833
Largest force on an atom in eV Å⁻¹: 6.373
Net charge: +1
<S²>: 0.7568
ΔE to the lowest compared entry with this formula, charge and spin in kcal/mol: 0.0
HOMO level (spin up / spin down) in eV: -11.41 / -11.41
Kohn-Sham gap (spin up / spin down) in eV: 8.9031 / 2.5784

---

Look up the 2S+1 of the first one.
1

---

Look up the net charge of the first one.
0

---

What is the 2S+1 in the second record?
2

---

Copy entry 1 word for word.
C5H4O as an isolated structure. Source: OMol25; level of theory: wB97M-V/def2-TZVPD.

Each line ends with the Mulliken charge.
Cartesian coordinates (Å):
C  0.20174  0.97487  -0.56417  0.220
C  -0.28257  2.15524  -0.85456  -0.284
C  -0.22121  -0.07898  0.37016  0.147
C  -1.76795  -0.76762  1.14359  -0.627
C  1.30052  -0.05586  -0.92271  -0.182
O  0.76778  -0.96054  0.05008  -0.316
H  -1.28143  -1.56408  1.79576  0.233
H  -2.33893  0.04431  1.55445  0.274
H  1.42748  -0.31140  -1.97467  0.317
H  2.19457  0.56406  -0.59793  0.218

Cartesian forces, eV/Å:
-1.1 -0.2 -0.4
0.3 -0.6 0.1
-5.1 -2.6 2.6
6.6 1.3 -1.9
1.3 3.4 0.4
0.2 0.0 -0.5
-1.2 1.0 -0.7
-0.3 0.1 0.3
-0.5 -0.7 0.3
-0.3 -1.7 -0.1

Values from the calculation:
2S+1: 1
Lowest unoccupied orbital energy (spin up / spin down) in eV: -1.258 / -1.411
Largest force on an atom in eV Å⁻¹: 6.972
Net charge: 0
ΔE to the lowest compared entry with this formula, charge and spin in kcal/mol: 191.8
HOMO level (spin up / spin down) in eV: -9.08 / -7.89
Kohn-Sham gap (spin up / spin down) in eV: 7.8263 / 6.4761